Entry 1:
Below is a structure of composition H12O6Pd in a non-equilibrium geometry, with properties calculated with ωB97M-V/def2-TZVPD.

XYZ file:
```
19
H12O6Pd (ωB97M-V/def2-TZVPD)
Pd -0.03268 -0.09029 0.07301
O 0.10233 -1.07920 -1.86017
H -0.22570 -1.93152 -2.14684
H 0.11564 -0.54721 -2.65580
O -0.50589 1.63901 -1.22479
H -0.26121 2.56012 -1.13572
H -0.86071 1.56958 -2.11109
O 2.03173 0.49335 -0.12782
H 2.41080 1.05680 -0.80242
H 2.72501 0.40178 0.52579
O -0.33735 1.23580 1.82896
H -0.77831 1.31229 2.67508
H -0.03414 2.12282 1.63529
O 0.80242 -1.63197 1.36039
H 0.40744 -2.08511 2.10529
H 1.57301 -2.15603 1.14180
O -2.02985 -0.78361 0.28147
H -2.20654 -1.68864 0.02469
H -2.89602 -0.39798 0.41288
```

LUMO level (spin up / spin down): -2.9 / -4.6 eV
expectation value of S²: 3.753
max |F|: 1.008 eV Å⁻¹
spin multiplicity: 4
total charge: +1

Entry 2:
Below is a cluster of 2 separate species, C2H4N2OS in total in a non-equilibrium geometry, with properties calculated with ωB97M-V/def2-TZVPD.

XYZ file:
```
10
C2H4N2OS (ωB97M-V/def2-TZVPD)
N -1.79506 -0.97164 2.77898
C -1.37452 -0.44515 1.83594
C -1.01374 0.21229 0.56373
N -0.02634 1.10466 0.69054
O -1.35359 -0.26533 -0.50070
H 0.17209 1.58468 -0.20890
H -0.06063 1.79941 1.44978
S 1.79972 -0.46083 -2.49414
H 2.64501 -1.14239 -1.90450
H 1.00706 -1.41570 -2.21074
```

LUMO level: 0.2 eV
max |F|: 3.784 eV Å⁻¹
structure (SMILES): N#CC(N)=O.S

Entry 3:
Below is a structure of composition C2H3CuFO in a non-equilibrium geometry, with properties calculated with ωB97M-V/def2-TZVPD.

XYZ file:
```
8
C2H3CuFO (ωB97M-V/def2-TZVPD)
C -0.57931 0.07106 0.45875
C -0.58547 -1.22514 -0.29098
H -1.03686 0.06318 1.46521
F -1.34478 1.04067 -0.27530
H -0.59440 -2.07855 0.40460
H -1.35477 -1.29036 -1.06859
O 0.83698 0.58875 0.60110
Cu 1.35918 -0.67265 -0.62705
```

LUMO level (spin up / spin down): -0.9 / -1.5 eV
expectation value of S²: 0.761
max |F|: 3.294 eV Å⁻¹
spin multiplicity: 2

Entry 4:
Below is a cluster of 2 separate species, C5H8Br2O2 in total, with properties calculated with ωB97M-V/def2-TZVPD.

XYZ file:
```
17
C5H8Br2O2 (ωB97M-V/def2-TZVPD)
C -1.72610 -0.77844 -1.27206
C -0.87004 -0.07466 -0.26583
C -0.02974 0.91012 -0.60574
C 0.84534 1.68860 0.30202
Br 0.64478 3.60741 -0.06385
C -1.00868 -0.54306 1.13145
O -0.27852 -0.26004 2.05303
O -2.05630 -1.36095 1.30441
H -1.58192 -0.36241 -2.26471
H -2.77109 -0.68802 -0.98651
H -1.48466 -1.83990 -1.29216
H 0.01658 1.20793 -1.64735
H 1.89960 1.46757 0.11772
H 0.61238 1.53610 1.35506
H -2.09746 -1.64411 2.23160
Br 4.88988 -0.73334 -0.07996
H 4.99596 -2.13279 -0.01712
```

LUMO level: 0.3 eV
max |F|: 0.897 eV Å⁻¹
structure (SMILES): C/C(=C/CBr)C(=O)O.Br

Entry 5:
Below is the molecule C7H14S2 in a non-equilibrium geometry, with properties calculated with ωB97M-V/def2-TZVPD.

XYZ file:
```
23
C7H14S2 (ωB97M-V/def2-TZVPD)
C -0.26862 2.31797 1.12691
S 0.67173 2.09508 -0.44334
C 0.92646 0.27016 -0.34991
C -0.22165 -0.60859 -1.04104
C -1.60839 -0.53333 -0.35137
C -0.56486 -0.03021 -2.43648
S 2.53146 -0.51732 -0.50283
C 1.44945 -0.27200 0.91456
C 0.98734 -1.59651 1.56024
H -0.41042 3.37515 1.13069
H 0.53518 2.02694 1.84173
H -1.05823 1.66223 1.24159
H 0.07487 -1.59444 -1.18347
H -1.86778 0.54334 -0.24145
H -1.41885 -1.07786 0.64784
H -2.43033 -1.04552 -0.85805
H -1.11379 -0.85832 -2.98625
H 0.35718 0.24113 -3.05691
H -1.15061 0.79433 -2.32197
H 1.73893 0.46099 1.74335
H 0.76027 -2.47016 1.04753
H 0.17782 -1.37723 2.36593
H 1.90288 -1.80581 2.15273
```

LUMO level: 0.8 eV
max |F|: 4.733 eV Å⁻¹
structure (SMILES): CS[C@@]1(C(C)C)S[C@@H]1C

Entry 6:
Below is a structure of composition CaI3, with properties calculated with ωB97M-V/def2-TZVPD.

XYZ file:
```
4
CaI3 (ωB97M-V/def2-TZVPD)
Ca -0.56816 0.03882 -0.39181
I 1.82353 -1.72723 -0.48970
I -1.78790 -1.01727 2.05809
I 0.53253 2.70569 -1.17658
```

LUMO level: 2.3 eV
max |F|: 0.874 eV Å⁻¹
total charge: -1

Entry 7:
Below is a cluster of 15 separate species, C24H84N6O15 in total in a non-equilibrium geometry, with properties calculated with ωB97M-V/def2-TZVPD.

XYZ file:
```
129
C24H84N6O15 (ωB97M-V/def2-TZVPD)
C 1.16209 1.28275 6.16769
C 2.47054 1.35028 5.37925
C 2.30107 1.00088 3.86225
O 1.92340 -0.34417 3.71187
C 2.99842 -1.30164 4.00036
N 3.05807 2.65237 5.43820
H 1.30567 1.72029 7.15564
H 0.82818 0.26408 6.36503
H 0.29831 1.71119 5.65935
H 3.18054 0.62691 5.78017
H 3.26176 1.06912 3.35182
H 1.55782 1.62507 3.36619
H 2.76051 -2.29821 3.62843
H 3.18233 -1.44833 5.06466
H 3.90417 -0.99609 3.47657
H 2.65022 3.07820 4.61819
H 4.03131 2.60481 5.17240
C 1.99537 -1.37151 0.29208
C 0.68446 -1.16644 -0.42015
C 0.14424 0.30709 -0.52684
O 0.03233 0.87968 0.80895
C -0.17829 2.25577 0.80972
N 0.90454 -1.75661 -1.76229
H 2.92305 -0.98666 -0.13144
H 2.13496 -2.43134 0.50512
H 1.86218 -0.90324 1.26731
H 0.01315 -1.84999 0.09968
H -0.82066 0.35796 -1.03131
H 0.84515 0.85743 -1.15450
H 0.78235 2.76633 0.74188
H -0.65729 2.60529 1.72432
H -0.78324 2.56169 -0.04382
H 0.79852 -2.76075 -1.73850
H 1.87969 -1.74422 -2.02500
C 3.65323 1.91219 0.67215
C 4.34614 3.19213 0.37911
C 3.43306 4.12130 -0.54149
O 3.31217 3.70002 -1.90915
C 1.98617 3.98610 -2.53725
N 4.73947 3.84672 1.59647
H 3.30859 1.35088 -0.19632
H 2.74700 2.13366 1.23589
H 4.22916 1.30564 1.37110
H 5.27900 2.89049 -0.09721
H 3.83361 5.13214 -0.61808
H 2.44767 4.18958 -0.08058
H 1.63099 5.01147 -2.63997
H 1.13081 3.46006 -2.11329
H 2.21594 3.62782 -3.54072
H 3.84831 4.05352 2.02446
H 5.12128 4.76175 1.40398
C -4.84646 -2.94326 2.51835
C -3.52246 -2.50166 3.16419
C -2.47484 -3.54550 3.24761
O -1.38300 -3.22490 4.08192
C -0.09889 -3.50341 3.39010
N -2.99083 -1.45888 2.37701
H -5.18187 -3.83076 3.05496
H -4.73447 -3.18976 1.46251
H -5.67953 -2.26821 2.71434
H -3.78189 -2.10579 4.14605
H -2.18523 -3.88450 2.25298
H -2.88294 -4.46759 3.66148
H -0.09162 -4.40318 2.77491
H 0.77499 -3.54611 4.04018
H 0.02063 -2.70592 2.65672
H -2.05634 -1.36990 2.74973
H -3.61838 -0.69548 2.58558
C 3.36753 -5.12464 -5.54856
C 2.26553 -6.20809 -5.64826
C 0.83396 -5.63438 -5.65185
O 0.74534 -4.88262 -4.43814
C -0.42502 -4.13635 -4.29060
N 2.48117 -7.01287 -6.82409
H 3.18189 -4.54916 -4.64167
H 3.33656 -4.41438 -6.37479
H 4.37004 -5.53331 -5.67527
H 2.37888 -6.86175 -4.78341
H 0.13867 -6.43410 -5.90708
H 0.77300 -4.98922 -6.52830
H -0.40025 -3.19650 -4.84212
H -0.42751 -3.76517 -3.26575
H -1.27809 -4.78106 -4.50209
H 3.40555 -7.40735 -6.72402
H 1.85367 -7.80387 -6.79835
C -5.84276 4.98475 -2.79724
C -5.33539 3.74143 -2.06575
C -5.36112 3.82362 -0.51285
O -4.88836 2.55857 0.14281
C -3.51256 2.30344 0.06425
N -6.13398 2.57570 -2.58536
H -6.90767 5.20753 -2.73061
H -5.66166 4.94589 -3.87138
H -5.33353 5.90448 -2.50935
H -4.38476 3.45011 -2.51244
H -6.36150 3.93578 -0.09481
H -4.71828 4.66437 -0.25205
H -3.25566 1.63543 -0.75786
H -3.33773 1.65521 0.92293
H -2.86110 3.17524 0.12472
H -6.15073 1.77531 -1.96956
H -5.72751 2.26768 -3.45715
O -0.39113 -0.74517 -4.25018
H 0.13350 -0.74153 -5.05079
H 0.21800 -1.02128 -3.56537
O 3.44693 -0.95168 -3.13818
H 3.79121 -0.07264 -2.98013
H 3.04147 -0.89859 -4.00365
O -3.10645 -1.99991 -0.57154
H -3.06461 -1.69020 0.33321
H -2.37986 -2.61843 -0.64731
O -2.87925 -0.55199 -3.17900
H -2.10886 -0.77292 -3.70234
H -2.72214 -0.96996 -2.33233
O -2.58442 4.33544 2.58846
H -3.42363 4.78871 2.66914
H -2.70340 3.52128 3.07758
O -0.73684 0.10164 3.48509
H -0.83839 0.43547 2.59376
H 0.17407 -0.18894 3.53020
O 1.72250 -4.85853 -1.88867
H 1.36780 -5.11172 -2.74092
H 1.43303 -5.54985 -1.29327
O 2.33645 4.23628 2.78222
H 1.39361 4.24952 2.61761
H 2.59416 5.15811 2.77579
O -0.23023 5.36745 1.60691
H -0.14015 6.28615 1.86008
H -1.13442 5.14495 1.82867
```

LUMO level: 0.0 eV
max |F|: 2.737 eV Å⁻¹

Entry 8:
Below is the molecule C4H6N2O in a non-equilibrium geometry, with properties calculated with ωB97M-V/def2-TZVPD.

XYZ file:
```
13
C4H6N2O (ωB97M-V/def2-TZVPD)
C -2.22959 -0.16218 -0.23427
O -1.21635 -0.76890 0.53930
C 0.04212 -0.40945 0.25256
N 1.02499 -1.13954 0.64140
C 2.17215 -0.28859 0.43277
N 1.81748 0.85017 -0.35058
C 0.53084 0.76910 -0.45855
H -2.30909 0.91078 -0.02075
H -3.15713 -0.65908 0.05016
H -2.05219 -0.31238 -1.30618
H 3.14806 -0.72215 0.20068
H 2.04399 -0.25461 1.55031
H -0.05775 1.46297 -1.05410
```

LUMO level: 0.6 eV
max |F|: 2.234 eV Å⁻¹
structure (SMILES): COC1=NCN=C1

Entry 9:
Below is a structure of composition C9H21ClN3O7P2Pt, with properties calculated with ωB97M-V/def2-TZVPD.

XYZ file:
```
44
C9H21ClN3O7P2Pt (ωB97M-V/def2-TZVPD)
Pt -1.07582 0.71265 0.98675
O 0.84637 -2.05566 2.96916
Cl 0.88094 -0.93834 2.13176
O 2.15385 -0.50708 1.71391
O -0.00185 -1.19033 0.89874
O 0.11157 0.21905 2.73398
C -5.58064 0.55948 -2.00684
N -4.34367 1.08588 -2.60673
C -3.76740 0.16856 -3.60255
N -3.38700 -0.97948 -2.76614
C -4.55159 -1.65914 -2.17554
N -5.08002 -0.61610 -1.28228
C -4.30958 -0.34754 -0.10832
P -2.64461 0.45628 -0.56132
C -3.42458 1.73860 -1.73394
C -2.24515 -0.80176 -1.93020
H -6.29153 0.27085 -2.77823
H -6.02712 1.28108 -1.32630
H -2.89770 0.60722 -4.08633
H -4.51346 -0.11817 -4.34077
H -4.25010 -2.54162 -1.61548
H -5.27789 -1.92134 -2.94199
H -4.07557 -1.27095 0.42812
H -4.83927 0.33804 0.55814
H -2.60974 2.20222 -2.29535
H -3.92520 2.48989 -1.11862
H -1.95853 -1.73140 -1.43113
H -1.39866 -0.41539 -2.50263
C 0.33303 4.85438 -0.65230
O -0.14176 3.47479 -0.42846
P 0.27949 2.64097 0.81635
O -0.20868 3.40937 2.07749
C 0.44163 3.51924 3.38891
O 1.81011 2.49814 0.95840
C 2.76426 1.99655 -0.02876
H 1.41776 4.88653 -0.58691
H -0.11682 5.50670 0.09071
H 0.00877 5.12211 -1.65045
H -0.03641 4.35669 3.88336
H 1.50416 3.69987 3.25598
H 0.28140 2.60450 3.95256
H 3.70438 1.88294 0.49766
H 2.86511 2.72070 -0.83295
H 2.43920 1.03368 -0.41186
```

LUMO level (spin up / spin down): -9.4 / -14.0 eV
expectation value of S²: 6.023
max |F|: 0.436 eV Å⁻¹
spin multiplicity: 5
total charge: +3

Entry 10:
Below is a structure of composition C4H17CuNO3P in a non-equilibrium geometry, with properties calculated with ωB97M-V/def2-TZVPD.

XYZ file:
```
27
C4H17CuNO3P (ωB97M-V/def2-TZVPD)
C -2.13161 1.14816 -0.45038
Cu -1.04968 -0.37782 -1.05053
N 0.03540 -1.90272 -1.68721
H -1.87928 -0.21370 -2.65727
H 1.00656 -1.59933 -1.73820
H -2.56270 -0.26739 -2.27431
H -2.58873 1.48517 -1.39135
H -1.54526 1.97274 -0.01714
H -2.89495 0.81727 0.27129
H 0.00289 -2.74192 -1.10622
H -0.25781 -2.16677 -2.63284
C 1.63854 -2.18201 1.09998
O 1.71005 -0.81370 0.68632
P 0.63565 0.30187 0.24868
O 0.11265 0.92208 1.64875
C -0.90916 0.20918 2.40302
O 1.74618 1.22751 -0.42330
C 1.84346 2.64845 -0.57060
H 2.18754 -2.77999 0.35352
H 0.61292 -2.58114 1.19461
H 2.15864 -2.26274 2.07930
H -1.42688 -0.57823 1.82853
H -0.43921 -0.25664 3.27926
H -1.66843 0.92940 2.73414
H 1.46152 2.97950 -1.54553
H 1.30251 3.16630 0.23524
H 2.89917 2.91648 -0.51778
```

LUMO level (spin up / spin down): 3.3 / 3.2 eV
expectation value of S²: 0.751
max |F|: 2.156 eV Å⁻¹
spin multiplicity: 2
total charge: -1

Entry 11:
Below is a cluster of 2 separate species, C3H9NO3 in total in a non-equilibrium geometry, with properties calculated with ωB97M-V/def2-TZVPD.

XYZ file:
```
16
C3H9NO3 (ωB97M-V/def2-TZVPD)
C -0.01968 -0.16303 -2.69496
N 0.23428 0.76564 -1.52197
C -0.10340 0.27114 -0.20696
C -0.17110 1.29002 0.92475
O -0.53903 0.77529 2.09573
O -0.01066 2.45392 0.73794
H 0.55516 0.31974 -3.47380
H -1.07943 -0.04259 -2.90197
H 0.23102 -1.20284 -2.46717
H 1.24651 0.93725 -1.51259
H 0.72413 -0.44825 -0.03731
H -1.10087 -0.17584 -0.11553
H -0.50167 1.55238 2.71315
H -0.19611 -2.47902 3.39143
H 0.22723 -1.51879 2.31696
O 0.50363 -2.33503 2.75231
```

LUMO level (spin up / spin down): -3.7 / -9.0 eV
expectation value of S²: 0.754
max |F|: 3.714 eV Å⁻¹
spin multiplicity: 2
total charge: +1

Entry 12:
Below is a structure of composition C2H7NP in a non-equilibrium geometry, with properties calculated with ωB97M-V/def2-TZVPD.

XYZ file:
```
11
C2H7NP (ωB97M-V/def2-TZVPD)
C 0.09361 -1.78873 0.34409
C -0.18099 1.47240 -0.47072
N -0.05898 -0.15296 0.48127
P 0.10312 1.56719 -2.12653
H 0.50164 -1.87847 -0.65081
H -0.92190 -2.18074 0.39478
H -0.05280 1.97146 0.47431
H -0.71938 -0.05717 1.31203
H 0.85917 0.12770 0.92303
H 0.73771 -1.94185 1.18317
H -0.36119 2.86117 -1.86463
```

LUMO level: -5.1 eV
max |F|: 3.763 eV Å⁻¹
total charge: +1